13
Properties=species:S:1:pos:R:3 method="wB97M-V/def2-TZVPD" de_lowest_kj_mol=354.2 homo_energy_ha=-0.2929
C -0.5106 -0.3625 -0.3480
C 1.3609 0.6219 0.0594
C -1.7081 0.2937 -0.8206
N -0.1772 -1.5047 0.0217
N 1.8777 -0.4861 0.5007
N 1.0956 -1.7091 0.3790
S 1.7559 2.1562 -0.1477
S -2.4038 1.3195 0.5481
H -2.4926 -0.4178 -1.0910
H -1.4965 0.9622 -1.6543
H 2.8545 -0.6820 0.6692
H 1.1776 -2.2916 1.2106
H -1.3334 2.1001 0.6729

***

79
Properties=species:S:1:pos:R:3 method="wB97M-V/def2-TZVPD" smiles="CCC[Si@@](CC)(CCCS(=O)(=O)O)COCC.O=C1C=CC(=O)C=C1.O=C1C=CC(=O)C=C1.O=C1C=CC(=O)C=C1" homo_energy_ha=-0.3461
C -0.1446 -4.0730 1.3145
C 1.1868 -3.4135 1.7242
C 1.8144 -2.5599 0.6091
Si 1.2365 -0.7660 0.5632
C 2.0857 0.1366 1.9794
C 2.2176 1.6589 1.8066
C 1.6724 -0.0383 -1.1175
C 0.7721 1.1301 -1.5575
C 0.7796 1.3110 -3.0892
S -0.6688 0.5637 -3.7470
O -0.7511 -0.7889 -3.2852
O -1.8089 1.4176 -3.5939
O -0.2904 0.5504 -5.3050
C -0.6261 -0.6973 0.8478
O -0.9984 0.6594 1.0593
C -2.1744 0.8177 1.8342
C -2.6837 2.2405 1.6809
H -0.1012 -5.1559 1.4303
H -0.3625 -3.8800 0.2615
H -0.9877 -3.6988 1.8953
H 1.8915 -4.1892 2.0296
H 1.0164 -2.7957 2.6123
H 1.6769 -3.0443 -0.3629
H 2.8991 -2.4979 0.7603
H 3.0738 -0.3157 2.0990
H 1.5012 -0.0756 2.8812
H 3.0416 2.0456 2.4120
H 1.3129 2.1689 2.1376
H 2.4256 1.9475 0.7748
H 1.6130 -0.8449 -1.8554
H 2.7146 0.3013 -1.1018
H -0.2505 0.9884 -1.2070
H 1.1454 2.0603 -1.1311
H 1.6446 0.8326 -3.5489
H 0.7658 2.3535 -3.4048
H -1.1236 0.5736 -5.8099
H -1.2093 -1.1258 0.0193
H -0.8524 -1.3068 1.7360
H -2.9315 0.0962 1.5019
H -1.9487 0.5946 2.8858
H -2.3339 2.6552 0.7345
H -2.3291 2.8968 2.4762
H -3.7714 2.2703 1.6654
C 2.3255 -1.4408 -5.2197
C 1.6473 -2.5759 -5.3576
C 2.3336 -3.8908 -5.2762
O 1.7256 -4.9302 -5.4071
C 3.8002 -3.8854 -5.0286
C 4.4743 -2.7481 -4.8834
C 3.7857 -1.4353 -4.9633
O 4.3904 -0.3940 -4.8143
H 1.8532 -0.4713 -5.2835
H 0.5782 -2.5986 -5.5265
H 4.2741 -4.8572 -4.9726
H 5.5405 -2.7181 -4.6980
C -6.7084 2.2703 -2.8223
C -6.0019 2.5545 -1.7322
C -6.4299 2.0781 -0.3929
O -5.7835 2.3371 0.5997
C -7.6728 1.2699 -0.3141
C -8.3800 0.9869 -1.4041
C -7.9541 1.4649 -2.7454
O -8.5988 1.2055 -3.7376
H -6.4178 2.6027 -3.8106
H -5.0885 3.1350 -1.7610
H -7.9598 0.9338 0.6741
H -9.2902 0.4015 -1.3758
C 2.3999 0.7249 7.0431
C 3.1006 0.2719 6.0075
C 4.0416 1.1528 5.2698
O 4.6715 0.7405 4.3206
C 4.1712 2.5584 5.7308
C 3.4710 3.0115 6.7666
C 2.5304 2.1306 7.5062
O 1.8938 2.5429 8.4506
H 1.7065 0.1052 7.5973
H 3.0238 -0.7465 5.6481
H 4.8619 3.1791 5.1742
H 3.5456 4.0310 7.1228

***

90
Properties=species:S:1:pos:R:3 method="wB97M-V/def2-TZVPD" homo_energy_ha=-0.3934 total_charge=+1
C -3.5840 -0.1835 -0.0388
C -2.7399 -1.3196 -0.8662
C -1.8440 -0.7501 -2.1152
C -1.1889 0.7350 -1.8835
C 0.2297 0.7054 -1.0025
C 0.0834 1.3994 0.4831
C 1.3472 1.0027 1.5042
C 0.6559 0.6838 2.9928
C 1.7272 0.0414 4.0549
C 0.9720 -1.1888 4.8344
C 1.9661 -2.2228 5.6282
P 3.3175 -3.0381 4.5534
N 3.9646 -4.4264 5.5342
S 5.0388 -1.7665 4.1883
N 2.7411 -3.7531 3.0252
C 2.2493 -2.7199 2.0360
C 1.7473 -4.8722 3.2461
C 2.2487 -6.3934 2.7804
O 0.5308 -4.6383 3.7488
H -4.5408 -0.6440 0.5071
H -3.9643 0.6917 -0.7175
H -2.9197 0.2543 0.8491
H -2.1421 -1.9886 -0.0971
H -3.5524 -2.0500 -1.3470
H -2.4225 -0.8114 -3.1574
H -0.9284 -1.5060 -2.2376
H -0.8566 1.1207 -2.9631
H -1.9485 1.5506 -1.4885
H 1.0184 1.3760 -1.5962
H 0.7051 -0.3784 -0.9800
H -0.0221 2.5774 0.4325
H -0.8815 1.0064 1.0258
H 2.1449 1.8544 1.5919
H 1.9031 0.0491 1.0619
H -0.2108 -0.0972 2.7841
H 0.1687 1.7007 3.3445
H 2.6703 -0.2846 3.4431
H 2.0254 0.8947 4.8223
H 0.2877 -0.6793 5.6690
H 0.2529 -1.8315 4.1714
H 2.4587 -1.5956 6.5142
H 1.3099 -3.0586 6.1523
H 4.2897 -3.9772 6.4260
H 4.7824 -4.8363 5.0166
H 5.8291 -1.8804 5.3434
H 1.1371 -2.3530 2.2402
H 3.0166 -1.8339 1.9416
H 2.2082 -3.2521 0.9691
H 1.3864 -7.1925 2.8433
H 2.6843 -6.2727 1.6889
H 3.1541 -6.6599 3.4932
C 0.3224 1.8448 -7.1232
C 0.2025 0.3528 -7.2973
C 0.1179 -0.1276 -5.8649
O -0.5144 0.9169 -5.1124
C -0.5686 2.0965 -5.9265
H 0.0226 2.4158 -8.0055
H 1.3587 2.1079 -6.8795
H -0.7276 0.1149 -7.8267
H 1.0337 -0.0939 -7.8487
H 1.1144 -0.2891 -5.4403
H -0.4575 -1.0525 -5.7662
H -1.6103 2.2439 -6.2319
H -0.2505 2.9636 -5.3412
C -3.0530 -2.3310 4.8770
C -3.8414 -2.4845 6.1520
C -3.2569 -1.3911 7.0195
O -2.8399 -0.3390 6.1384
C -2.8783 -0.8306 4.7915
H -3.5496 -2.7531 3.9997
H -2.0753 -2.8157 4.9846
H -4.9014 -2.2818 5.9592
H -3.7595 -3.4767 6.6031
H -2.3726 -1.7435 7.5612
H -3.9773 -1.0007 7.7441
H -3.7303 -0.3602 4.2885
H -1.9621 -0.5437 4.2680
C -0.3149 6.8767 -6.2902
C 0.7415 7.1533 -7.3287
C 1.4148 5.8048 -7.4626
O 0.4164 4.8122 -7.1887
C -0.7343 5.4641 -6.6336
H -1.1469 7.5852 -6.3102
H 0.1329 6.9009 -5.2896
H 0.2658 7.4292 -8.2772
H 1.4350 7.9505 -7.0492
H 2.2157 5.6854 -6.7254
H 1.8319 5.6418 -8.4606
H -1.5213 5.4584 -7.3956
H -1.0887 4.9076 -5.7616

***

16
Properties=species:S:1:pos:R:3 method="wB97M-V/def2-TZVPD" de_lowest_kj_mol=415.7 homo_energy_ha=-0.3008
C -0.6468 0.1397 -1.4884
C -0.7328 -0.0289 0.0372
C -0.4885 -1.5079 0.3942
C 0.1994 1.4379 1.2114
C 1.3645 0.8795 0.6514
C 2.1091 0.1850 -0.0074
H -1.5427 -0.3361 -1.9293
H 0.2197 -0.3536 -1.9582
H -0.6552 1.1855 -1.7928
H -1.6416 0.3463 0.4475
H -0.3846 -1.6737 1.4661
H -1.3766 -2.0802 0.0641
H 0.3724 -1.9716 -0.1151
H 0.0225 2.5135 0.9770
H 0.0880 1.3368 2.3131
H 3.0932 -0.0721 -0.2709

***

8
Properties=species:S:1:pos:R:3 method="wB97M-V/def2-TZVPD" de_lowest_kj_mol=212.9 multiplicity=3 homo_energy_ha="-0.4427 / -0.6665" total_charge=+1
C 1.1461 0.1519 -0.4935
N -0.0970 0.0142 0.3912
O 2.1831 0.6303 0.2414
O 2.0553 -0.7556 -0.0315
H 1.0248 0.4724 -1.6822
H -0.7465 0.8284 0.6328
H 0.4134 -0.3642 1.2891
H -0.6788 -0.7850 0.0727

***

64
Properties=species:S:1:pos:R:3 method="wB97M-V/def2-TZVPD" homo_energy_ha=-0.5172 total_charge=+2
Sr -0.0535 -0.7202 -1.2871
C 4.6442 -0.7088 -0.3136
C 4.7254 -0.8621 1.0581
C 3.5625 -0.9165 1.8080
C 2.3400 -0.8167 1.1598
N 2.2600 -0.6813 -0.1688
C 3.3862 -0.6299 -0.8833
C 1.0346 -0.8172 1.9347
C 1.0250 -0.8546 3.3219
C -0.1858 -0.7946 3.9824
C -1.3609 -0.6992 3.2596
C -1.2914 -0.6920 1.8743
N -0.1112 -0.7530 1.2362
C -2.5575 -0.5857 1.0379
C -3.8104 -0.5066 1.6329
C -4.9343 -0.3933 0.8296
C -4.7915 -0.3687 -0.5453
C -3.5112 -0.4667 -1.0613
N -2.4223 -0.5635 -0.2954
H 5.5246 -0.6532 -0.9377
H 5.6902 -0.9351 1.5426
H 3.6193 -1.0321 2.8787
H 3.2840 -0.5189 -1.9572
H 1.9406 -0.9109 3.8889
H -0.2188 -0.8122 5.0639
H -2.3046 -0.6379 3.7774
H -3.9200 -0.5249 2.7057
H -5.9170 -0.3224 1.2776
H -5.6387 -0.2833 -1.2106
H -3.3583 -0.4582 -2.1353
N 0.0303 1.8594 -1.1932
C 0.0683 3.0195 -1.1313
N 0.1117 4.3184 -1.0484
C -0.7074 5.0387 -0.0445
C 0.1214 6.1522 0.5668
C 0.7277 7.0436 -0.5122
C 1.5615 6.2329 -1.4978
C 0.7400 5.1239 -2.1255
H -1.0438 4.3095 0.6902
H -1.5917 5.4301 -0.5567
H 0.9162 5.7097 1.1744
H -0.5104 6.7295 1.2435
H 1.3350 7.8259 -0.0581
H -0.0755 7.5587 -1.0510
H 2.4182 5.7893 -0.9819
H 1.9639 6.8659 -2.2897
H 1.3334 4.4503 -2.7404
H -0.0657 5.5229 -2.7490
C 1.7638 -5.2237 -2.7290
N 0.6078 -5.0193 -1.8411
C -0.0040 -6.0675 -1.2132
C -1.0642 -5.8872 -0.4045
C -1.5281 -4.5466 -0.2400
N -0.9378 -3.5163 -0.8366
C 0.1338 -3.7570 -1.6318
O 0.7052 -2.7868 -2.1925
N -2.5882 -4.2853 0.5336
H 1.8626 -6.2918 -2.8987
H 2.6671 -4.8365 -2.2652
H 1.5843 -4.7169 -3.6716
H 0.4172 -7.0427 -1.4134
H -1.5404 -6.7276 0.0759
H -3.1241 -5.0126 0.9729
H -2.9374 -3.3430 0.5854

***

4
Properties=species:S:1:pos:R:3 method="wB97M-V/def2-TZVPD" de_lowest_kj_mol=16.6 smiles="O=NO" homo_energy_ha=-0.4005
H -1.3282 0.2327 0.0749
N 0.5210 0.4473 -0.0307
O -0.6042 -0.3470 -0.0329
O 1.4113 -0.3329 -0.0113

***

138
Properties=species:S:1:pos:R:3 method="wB97M-V/def2-TZVPD" de_lowest_kj_mol=180.9 homo_energy_ha=-0.0349 total_charge=-2
C -0.6661 -0.3080 -1.3856
O -0.1654 0.4291 -0.2882
O -1.0869 0.7096 -2.2820
C 0.3336 -1.3898 -1.9764
F 1.5799 -0.9461 -2.0400
F 0.3965 -2.4926 -1.2235
F -0.0281 -1.7968 -3.2079
C -0.1131 -0.2584 0.9868
C 0.5961 0.7469 1.8799
H 0.0671 1.6909 2.0108
H 0.6044 0.3600 2.8989
H 1.5911 1.0203 1.5286
H 0.5593 -1.1160 0.9635
H -1.0544 -0.7181 1.2880
H -1.5159 -0.9237 -1.0910
C -2.7001 5.1107 1.4959
O -2.5434 6.5128 1.2767
O -2.4776 4.5347 0.2129
C -1.8778 4.5445 2.7489
F -2.5109 4.7572 3.9054
F -1.6419 3.2451 2.6323
F -0.6617 5.1072 2.7318
C -3.1936 7.3597 2.3138
C -2.9365 8.7718 1.9130
H -3.3985 9.3801 2.6906
H -1.8854 9.0601 1.9002
H -3.3212 9.1248 0.9562
H -2.8295 7.1818 3.3257
H -4.2643 7.2138 2.4569
H -3.7454 4.9146 1.7346
C 2.6815 -3.2743 1.1403
C 3.3703 -1.9826 1.5241
O 4.7344 -2.0914 1.1392
H 2.6190 -3.3484 0.0546
H 1.6930 -3.2459 1.5988
H 3.2173 -4.1547 1.4950
H 3.3839 -1.8527 2.6062
H 3.0011 -1.1532 0.9209
H 5.2015 -2.5088 1.8667
C 4.9766 -0.1138 -3.3938
C 4.7708 -0.5813 -1.9087
O 5.7885 -1.4455 -1.4121
H 5.9618 0.3136 -3.5806
H 4.1812 0.6140 -3.5535
H 4.8177 -0.8666 -4.1660
H 3.8053 -1.0783 -1.8148
H 4.7108 0.2832 -1.2475
H 5.5747 -1.7042 -0.5126
C 1.0064 0.8255 -5.1686
C 1.3846 1.9504 -4.2432
O 0.4623 3.0199 -4.4471
H 1.0438 1.0417 -6.2363
H 0.0152 0.4337 -4.9403
H 1.6968 -0.0136 -5.0823
H 2.3365 2.4674 -4.3646
H 1.4094 1.5605 -3.2256
H 0.6034 3.3436 -5.3398
C -3.6755 1.4172 0.9814
C -4.6104 1.8551 -0.1274
O -4.0693 1.5469 -1.4024
H -2.7286 1.9038 0.7474
H -3.5690 0.3328 0.9551
H -4.0162 1.7121 1.9740
H -4.8056 2.9250 -0.0550
H -5.5621 1.3939 0.1365
H -4.1305 0.5996 -1.5459
C 3.1487 -3.7298 -3.8143
C 2.5226 -5.1414 -3.7142
O 2.7262 -5.8824 -4.9166
H 2.5932 -3.0846 -4.4949
H 4.1672 -3.8238 -4.1912
H 3.2686 -3.2636 -2.8364
H 1.4543 -4.9327 -3.6563
H 2.8975 -5.7120 -2.8645
H 1.8950 -6.2241 -5.2544
C -1.5434 -5.4727 -0.6113
C -1.1097 -4.5284 0.5199
O -1.5260 -5.1207 1.7372
H -1.3074 -5.0143 -1.5716
H -2.6197 -5.6363 -0.5569
H -1.0846 -6.4574 -0.5219
H -1.5288 -3.5284 0.4089
H -0.0285 -4.3906 0.5346
H -1.1239 -5.9840 1.8579
C 3.2503 2.7160 3.5425
C 4.5881 2.0105 3.7145
O 5.6928 2.8527 3.4156
H 3.1057 3.5465 4.2335
H 2.3995 2.0376 3.6063
H 3.1708 3.1996 2.5689
H 4.5135 1.1291 3.0777
H 4.6430 1.7314 4.7667
H 5.8518 2.9830 2.4779
C 2.6531 2.9366 -0.8008
C 1.4548 3.8125 -0.4309
O 0.3292 3.2325 -1.0463
H 3.4727 3.2479 -0.1531
H 2.9793 2.9835 -1.8398
H 2.3980 1.9324 -0.4623
H 1.6501 4.8229 -0.7903
H 1.2251 3.9338 0.6277
H 0.2446 2.3569 -0.6619
C -3.8381 -2.8373 -2.3953
C -4.6016 -2.4385 -1.1431
O -5.2082 -1.1793 -1.4051
H -3.4415 -3.8525 -2.4052
H -2.9288 -2.2650 -2.5790
H -4.4403 -2.6644 -3.2873
H -3.9229 -2.2946 -0.3024
H -5.3192 -3.2148 -0.8776
H -5.8363 -0.9847 -0.7057
C -0.3914 2.1196 5.3760
C 0.1262 1.0469 6.3385
O 0.8192 1.7594 7.3501
H -0.9038 1.6603 4.5306
H 0.4171 2.6181 4.8413
H -1.0463 2.9001 5.7633
H 0.8140 0.4099 5.7824
H -0.6526 0.3986 6.7401
H 0.1305 1.8843 8.0070
C -0.9123 -3.2293 -6.1502
C -1.4833 -4.0289 -5.0122
O -1.8486 -5.1971 -5.6609
H -0.1930 -3.7854 -6.7514
H -0.4797 -2.3382 -5.6955
H -1.6754 -2.9971 -6.8930
H -2.3476 -3.5705 -4.5316
H -0.7126 -4.1780 -4.2560
H -2.5109 -5.5801 -5.0810
C -1.6843 -2.1001 4.0671
C -3.0314 -1.3361 4.1089
O -3.1906 -0.9231 5.4294
H -0.8568 -1.4386 4.3234
H -1.4049 -2.5745 3.1264
H -1.5811 -2.7645 4.9251
H -3.9006 -1.9135 3.7941
H -2.9640 -0.4060 3.5446
H -3.8143 -0.1939 5.4564